{"formula": "C23H37N2OS5SiTi", "method": "wB97M-V/def2-TZVPD", "largest_force_ha_per_bohr": 0.00321, "e_lumo_ev": [-2.8, -2.8], "total_charge": 1, "multiplicity": 1, "homo_ev": [-10.053, -10.056], "e_tot_ev": -114645.2411, "orbital_gap_ev": [7.26, 7.26], "elements": ["H", "C", "H", "C", "S", "H", "H", "H", "H", "C", "H", "H", "H", "S", "H", "H", "H", "H", "C", "Si", "C", "H", "C", "H", "H", "C", "N", "H", "H", "C", "S", "H", "H", "H", "H", "H", "H", "C", "S", "C", "O", "H", "H", "C", "H", "H", "H", "C", "C", "C", "C", "H", "C", "C", "C", "H", "C", "H", "H", "N", "Ti", "H", "C", "H", "C", "C", "H", "C", "S", "H"], "positions_angstrom": [[-3.025, -6.582, -0.828], [-0.939, -2.727, -4.604], [2.082, -2.184, -3.177], [-0.541, -2.834, -5.928], [-2.429, -2.728, 1.415], [-3.594, -1.788, -1.874], [-1.056, -5.199, -1.320], [-0.598, 3.086, 2.343], [0.755, 4.907, -0.532], [1.339, -2.370, -3.942], [0.439, -4.208, 3.197], [-2.326, 3.853, -2.470], [-3.000, -0.044, 2.581], [0.864, -0.310, 1.835], [3.228, 0.044, 1.944], [2.764, -1.473, -0.010], [-2.040, -3.776, 3.467], [-4.334, -2.827, 2.745], [2.710, -0.388, -0.122], [-0.606, -2.353, -1.831], [-4.571, -3.620, -1.364], [-1.134, -2.249, 3.340], [2.464, 3.712, -0.802], [-1.728, 2.811, -1.189], [-0.622, 0.773, 3.304], [-2.169, 1.879, -2.921], [-2.668, 2.008, -4.151], [-1.989, -2.844, -4.356], [-2.918, 2.901, -4.540], [-1.402, -3.168, 2.820], [1.425, 0.033, -1.341], [-5.285, -5.575, -0.835], [-2.993, -1.103, 4.015], [1.115, -2.805, -7.291], [-4.492, -0.372, 3.460], [2.959, 2.947, -1.388], [2.396, 1.365, 1.086], [0.212, 1.143, 2.707], [-1.614, 1.707, 0.677], [-4.418, -4.966, -1.055], [-1.710, -1.514, 0.809], [-1.276, -3.024, -6.700], [0.584, 2.586, 1.142], [-2.171, -3.384, -1.627], [3.015, 4.131, 0.033], [0.990, 1.488, 3.390], [-5.561, -3.181, -1.390], [-0.007, -2.488, -3.590], [1.247, 4.132, -1.108], [0.801, -2.714, -6.260], [-3.150, -5.530, -1.050], [0.710, 3.725, -1.956], [2.456, 0.285, 1.213], [-3.458, -2.840, -1.648], [-2.041, -4.744, -1.334], [-4.498, -1.715, 1.390], [1.741, -2.486, -5.264], [-2.700, 1.195, -4.744], [0.381, -2.963, -0.873], [-2.029, 2.942, -2.160], [-0.648, -0.277, -0.320], [3.665, -0.055, -0.528], [-0.242, 2.236, 1.760], [0.421, -3.340, 1.661], [-3.853, -1.993, 2.226], [-3.552, -0.810, 3.127], [-0.473, -4.857, 1.828], [-0.182, -3.941, 2.342], [-1.710, 0.256, -2.482], [2.790, -2.401, -5.519]], "atomic_forces_ev_per_a": [[0.0, 0.0, 0.0], [0.0, 0.0, 0.0], [0.0, 0.0, 0.0], [0.0, 0.0, 0.0], [-0.1, 0.0, 0.0], [0.0, 0.0, 0.0], [0.0, 0.0, 0.0], [0.0, 0.0, 0.0], [0.0, 0.0, 0.0], [0.0, 0.0, 0.0], [0.0, 0.0, 0.0], [0.0, 0.0, 0.0], [0.0, 0.0, 0.0], [0.0, 0.0, 0.0], [0.0, 0.0, 0.0], [0.0, 0.0, 0.0], [0.0, 0.0, 0.0], [0.0, 0.0, 0.0], [0.0, 0.0, 0.0], [-0.1, 0.0, 0.0], [0.0, 0.0, 0.0], [0.0, 0.0, 0.0], [0.0, 0.0, 0.0], [0.0, 0.0, 0.0], [0.0, 0.0, 0.0], [0.0, 0.0, 0.0], [0.0, 0.0, 0.0], [0.0, 0.0, 0.0], [0.0, 0.0, 0.0], [0.0, 0.0, 0.0], [0.0, 0.0, 0.0], [0.0, 0.0, 0.0], [0.0, 0.0, 0.0], [0.0, 0.0, 0.0], [0.0, 0.0, 0.0], [0.0, 0.0, 0.0], [0.0, 0.0, 0.0], [0.0, 0.0, 0.0], [0.0, 0.0, 0.0], [0.0, 0.0, 0.0], [0.1, 0.0, 0.1], [0.0, 0.0, 0.0], [0.0, 0.0, 0.0], [0.0, 0.0, 0.0], [0.0, 0.0, 0.0], [0.0, 0.0, 0.0], [0.0, 0.0, 0.0], [0.0, 0.0, 0.0], [0.0, 0.0, 0.0], [0.0, 0.0, 0.0], [0.0, 0.0, 0.0], [0.0, 0.0, 0.0], [0.0, 0.0, 0.0], [0.0, 0.0, 0.0], [0.0, 0.0, 0.0], [0.0, 0.0, 0.0], [0.0, 0.0, 0.0], [0.0, 0.0, 0.0], [0.0, 0.0, 0.0], [0.0, 0.0, 0.1], [0.1, 0.0, -0.1], [0.0, 0.0, 0.0], [0.0, 0.0, 0.0], [0.0, 0.0, 0.0], [0.0, 0.0, 0.0], [0.0, 0.0, 0.0], [0.0, 0.0, 0.0], [0.0, 0.0, 0.0], [0.0, 0.0, 0.1], [0.0, 0.0, 0.0]], "nbo_charge": [0.22, -0.22, 0.21, -0.22, 1.32, 0.22, 0.22, 0.24, 0.20, -0.21, 0.24, 0.40, 0.24, 0.29, 0.24, 0.22, 0.24, 0.24, -0.53, 1.03, -0.22, 0.24, -0.39, 0.45, 0.24, 0.38, -0.76, 0.21, 0.41, -0.59, -0.18, 0.22, 0.21, 0.22, 0.24, 0.20, 0.24, -0.51, -0.31, -0.21, -1.02, 0.22, 0.23, -0.42, 0.20, 0.24, 0.22, -0.43, -0.39, -0.19, -0.20, 0.19, -0.53, -0.24, -0.23, 0.25, -0.20, 0.43, -0.17, -0.77, 0.79, 0.24, -0.53, 0.22, -0.58, -0.63, 0.23, -0.62, -0.18, 0.22]}